{
  "formula": "C32H51BrN12O6PS2Tb",
  "method": "the ωB97M-V functional and the def2-TZVPD basis",
  "species": ["H", "C", "H", "O", "N", "Br", "H", "H", "H", "C", "H", "H", "C", "H", "H", "N", "O", "C", "C", "N", "N", "H", "C", "H", "H", "H", "H", "H", "O", "N", "H", "C", "C", "C", "H", "H", "H", "H", "O", "H", "O", "C", "Tb", "H", "C", "H", "H", "C", "H", "H", "O", "C", "N", "S", "H", "H", "H", "C", "H", "H", "C", "H", "H", "H", "N", "H", "H", "C", "H", "H", "N", "H", "C", "C", "C", "H", "C", "H", "H", "H", "C", "H", "C", "H", "C", "H", "C", "N", "C", "H", "C", "C", "C", "N", "H", "P", "H", "C", "N", "H", "S", "C", "C", "N", "H", "C"],
  "xyz": [[-3.0664, 1.5190, -3.8274], [-3.7840, -2.9422, -1.6626], [1.6600, -1.2922, 6.6256], [3.3166, -1.8659, 5.4930], [-1.6458, -0.8608, 4.0912], [2.1378, -2.0393, -5.7617], [-2.3201, 3.1051, 2.8158], [-2.1473, -2.7895, -2.8032], [-2.8953, -0.4392, -2.3581], [2.7982, 1.0234, 1.5268], [0.5439, -1.2928, -3.3793], [3.3398, 1.4519, -5.0139], [2.6834, -0.9815, 6.4036], [-2.3156, 2.9559, -3.1501], [-0.6268, 4.0870, -4.3039], [-0.5924, 1.8823, 2.5334], [0.7963, -1.7152, -0.3499], [-2.1102, 1.9479, -3.5185], [3.5981, -2.7964, 3.3857], [1.9701, 2.2128, 1.6161], [0.1902, 3.8148, 0.7775], [-2.5071, 1.3954, 3.2180], [1.2298, -1.5552, 2.4697], [3.4282, 1.1592, -2.6684], [1.2543, 5.2439, -0.3073], [2.0654, 1.5710, -1.7010], [-0.8221, -0.7279, 3.4914], [4.4792, -3.2849, 3.7779], [0.1235, -1.0137, 2.0788], [-2.7451, -1.6608, 2.1648], [-1.0548, 4.4811, 2.3284], [-1.1941, 2.0727, -4.7528], [1.7619, -2.3170, 0.1869], [-2.6528, -1.5005, 3.4743], [-3.5441, -3.3975, -3.6181], [2.9868, 0.5767, 2.5067], [1.5915, 3.5711, -0.7479], [2.3287, -3.0166, -1.7580], [0.1967, 1.2056, 0.0884], [-5.6243, -3.2135, 2.9315], [-2.0692, 2.7907, -0.7329], [-0.8091, 4.7364, 1.3014], [-1.2571, -0.8067, 0.1910], [-6.2490, -3.5273, 0.7053], [-4.6923, -2.6765, 2.9167], [-1.5288, -1.0153, 5.0778], [-1.7186, 4.7324, 0.6975], [-0.2105, -4.3487, -2.5566], [-0.3817, 5.7412, 1.3013], [2.8594, 2.8945, 3.4179], [-2.7277, 0.6924, -0.2732], [0.4144, -5.0904, -3.5472], [0.8520, 2.8757, -3.5209], [-3.9816, -2.1467, 4.3868], [0.3601, -6.1794, -3.5545], [2.3065, 0.2847, 0.8996], [2.7729, -4.1131, -0.4400], [-5.3903, -3.2803, 0.1062], [3.4719, 3.6348, 1.9337], [1.0610, -0.7973, 4.4724], [0.7979, 4.2626, -0.4584], [3.7643, 1.2922, 1.0876], [3.2735, -1.0204, 7.3138], [-2.4541, 1.9218, 1.5286], [2.5603, 1.6601, -2.5780], [3.8535, -3.5099, 1.4343], [-0.7665, -4.8258, -1.7580], [-3.9167, -2.3433, 1.8599], [0.0449, 4.3574, -1.2517], [2.0970, 2.4078, -5.6796], [2.4567, 1.9171, -4.8800], [-0.1275, 3.2267, 4.1338], [1.9510, 2.1433, -3.6610], [2.8260, -1.9916, 4.2620], [2.7002, -3.0677, -0.7385], [0.5405, 3.0597, -2.5759], [-4.2278, -2.7024, 0.4887], [-0.7148, 1.1177, -4.9973], [0.4119, 3.3331, -5.5067], [-0.5832, 1.5845, 4.5927], [2.5709, 3.2639, 2.4295], [-1.6452, -0.6485, -3.3679], [-0.0358, 2.1712, 3.8556], [1.8778, 4.0915, 2.5505], [1.1652, -3.0403, -4.4780], [1.5579, -4.9575, -5.3711], [2.0642, -2.2842, 1.5701], [-0.2050, -3.0116, -2.5356], [3.2269, -2.9197, 2.0875], [-0.5194, 1.2130, -2.2462], [1.6641, -1.4012, 3.8078], [-1.6027, 1.1038, -2.3406], [-2.1898, 1.6090, -0.9997], [-3.2958, -2.4977, -0.5247], [1.0120, 1.8836, 3.8937], [0.3581, 2.2233, 1.2052], [2.6848, 0.0404, 6.0150], [-2.0475, 2.0903, 2.5163], [-3.1541, -2.8602, -2.8621], [3.7015, -2.6370, -0.7040], [-5.3808, -3.6165, -1.5739], [0.5014, -2.3738, -3.4618], [-0.1204, 3.1605, -4.5724], [-1.8863, -0.3387, -2.4329], [-1.8018, 2.3603, -5.6103], [1.0980, -4.4220, -4.5520]],
  "atomic_forces_ev_per_a": [[-0.06, 0.08, -0.02], [-0.34, -0.08, 0.01], [0.02, -0.05, -0.04], [0.07, -0.06, 0.07], [0.05, 0.12, -0.05], [-0.10, -0.09, 0.11], [0.00, -0.09, 0.09], [0.08, -0.06, -0.08], [-0.01, -0.19, -0.03], [0.00, -0.03, -0.17], [0.00, 0.02, -0.07], [-0.09, -0.09, 0.16], [-0.05, 0.11, 0.13], [-0.09, -0.03, 0.04], [0.19, 0.11, -0.02], [0.13, 0.68, -0.30], [0.17, -0.11, 0.00], [-0.04, 0.03, -0.15], [0.16, -0.07, 0.13], [-0.36, -0.20, 0.15], [-0.35, -0.39, 0.01], [0.03, -0.06, 0.00], [0.27, -0.18, -0.18], [0.00, 0.01, 0.02], [0.01, -0.01, -0.06], [-0.11, 0.03, 0.08], [-0.04, -0.02, 0.11], [0.01, 0.04, -0.02], [-0.41, 0.13, -0.15], [0.02, 0.11, -0.11], [0.04, 0.10, -0.05], [0.24, -0.05, 0.56], [0.37, -0.09, -0.48], [-0.24, -0.16, 0.08], [0.11, -0.04, -0.03], [0.00, 0.01, 0.00], [0.02, 0.07, -0.04], [0.01, 0.02, 0.03], [-0.48, -0.09, 0.20], [0.01, -0.03, -0.06], [-0.33, -0.05, -0.02], [-0.03, -0.02, 0.04], [1.01, -1.35, 0.89], [0.01, 0.03, 0.03], [0.03, 0.00, -0.04], [0.03, 0.01, -0.01], [-0.01, -0.01, 0.03], [-0.05, 0.19, -0.10], [0.00, -0.01, 0.02], [-0.01, -0.02, -0.02], [-0.42, 0.47, 0.31], [0.07, -0.31, -0.04], [-0.13, -0.22, 0.17], [0.24, 0.15, -0.23], [-0.01, 0.32, 0.06], [0.05, 0.00, -0.01], [0.06, -0.02, -0.01], [0.03, 0.08, 0.05], [0.00, 0.02, 0.04], [0.04, 0.01, -0.02], [0.02, 0.01, 0.16], [0.00, -0.03, 0.00], [-0.02, 0.00, -0.01], [-0.06, 0.00, -0.09], [0.13, -0.19, 0.03], [-0.02, -0.02, -0.02], [-0.04, -0.09, -0.04], [-0.18, -0.06, 0.49], [-0.02, 0.00, 0.05], [-0.01, 0.05, 0.03], [0.05, -0.01, 0.15], [-0.02, 0.01, -0.02], [-0.09, 0.24, -0.35], [-0.12, -0.09, -0.43], [-0.18, 0.09, -0.03], [0.11, -0.06, 0.02], [-0.30, -0.19, -0.26], [-0.03, -0.01, -0.05], [-0.10, 0.15, -0.02], [-0.04, -0.02, 0.00], [0.05, 0.09, -0.19], [0.09, -0.26, 0.07], [0.14, -0.15, 0.02], [0.04, 0.04, 0.03], [0.08, 0.13, -0.10], [0.08, -0.01, 0.04], [-0.26, -0.07, 0.29], [-0.04, -0.46, -0.13], [0.00, 0.07, 0.02], [-0.05, -0.01, 0.07], [-0.19, 0.16, 0.20], [-0.08, 0.12, -0.08], [0.16, 0.88, -0.97], [0.17, 0.11, -0.02], [-0.04, -0.03, 0.08], [0.89, 0.44, 0.30], [-0.02, -0.03, -0.02], [-0.08, 0.01, -0.03], [-0.09, 0.06, 0.07], [0.02, -0.04, 0.03], [0.37, 0.16, 0.01], [-0.04, -0.05, 0.01], [-0.34, -0.23, -0.30], [0.20, 0.62, 0.02], [0.04, -0.01, -0.06], [0.00, 0.05, 0.02]],
  "relative_energy_ev": 4.282,
  "total_charge": 2,
  "spin_multiplicity": 7,
  "homo_ev": [-11.94, -11.94],
  "orbital_gap_ev": [6.61, 7.72]
}